# C5H14N2O

2 unconnected molecules or ions with the total composition C5H14N2O in a non-equilibrium geometry (the ωB97M-V functional and the def2-TZVPD basis, the OMol25 dataset).

2S+1: 1
HOMO energy in Eh: -0.2629
ΔE to the lowest compared entry with this formula, charge and spin in eV: 3.8328
E_tot in eV: -10437.195
HOMO-LUMO gap in eV: 8.1

Last column: Löwdin charge in e.
Cartesian coordinates (Å):
C  -1.065  -0.080  -0.076  -0.5668
C  -2.254  -0.186  0.876  -0.1106
C  -1.498  0.699  -1.315  -0.1053
O  -0.673  -1.421  -0.469  -0.1210
H  -1.421  -1.861  -0.901  0.0715
H  0.406  0.414  -0.112  0.1161
H  -2.017  -0.811  1.742  0.0632
H  -3.126  -0.653  0.388  0.0734
H  -2.563  0.798  1.236  0.0734
H  -0.691  0.765  -2.049  0.0622
H  -1.795  1.717  -1.052  0.0731
H  -2.356  0.223  -1.818  0.0714
C  2.510  0.289  -1.139  -0.0887
N  0.946  0.008  2.084  0.1109
C  1.917  0.004  1.170  -0.2301
N  1.640  0.497  -0.002  -0.0614
H  0.003  0.125  1.559  0.0900
H  1.016  -0.645  2.849  0.1012
H  2.826  -0.574  1.349  0.1381
H  2.695  1.238  -1.647  0.0785
H  3.471  -0.144  -0.839  0.0767
H  2.030  -0.402  -1.832  0.0841